[1]
A structure of composition C49H61NNbO9 in a non-equilibrium geometry, computed with ωB97M-V/def2-TZVPD.

```
! RIJCOSX wB97M-V def2-TZVPD def2/J DEFGRID3
* xyz -1 1
C -3.5301 -1.7384 6.4871
C -3.2703 -1.6097 5.1263
H 7.3373 -1.2288 -1.3518
H -1.1007 -3.3209 1.6878
H 2.2844 2.0620 -2.9270
H -1.3996 -2.8183 -0.9877
C -1.0618 -3.9553 0.8038
H 2.2078 4.1314 3.3966
C -2.5437 6.9691 -4.4695
C -5.5124 -4.9306 6.5835
H -4.4665 -2.9163 8.0133
H 1.2051 2.6623 -1.6823
C 0.4686 1.5610 4.2250
H 2.8157 0.7399 -0.3639
H -0.8390 1.7718 1.9685
H 4.0469 -3.8985 0.4567
C 0.4169 -2.0547 -0.0720
H -3.5483 -2.4381 3.1785
C -5.7799 -5.7971 4.2451
C -6.2586 -6.7507 3.3550
H 4.4936 -0.2561 -1.1067
C 2.6731 3.3774 -8.4671
H 0.4849 -0.1147 2.9212
H 1.8951 2.2123 -6.8449
O -0.1184 7.4679 -7.8411
C -1.7009 4.7229 -4.2810
C 7.0802 -0.7833 -0.3907
C 6.2227 -1.8116 0.3732
H 3.2473 4.7546 -10.0138
C 4.3723 1.8454 -1.4701
H -3.3736 0.9344 -1.6927
C 1.7051 5.5597 -8.7666
H -7.2893 -8.6139 3.1355
H 4.2198 2.8844 3.7997
C -6.9208 -7.8698 3.8305
C -4.2675 -2.8140 6.9548
H 3.4183 2.3758 2.3094
H -1.7182 -0.6147 -1.4580
C -1.3272 0.9605 2.5023
H -4.2143 0.8042 -0.1477
H -2.9847 3.2457 -0.0528
H 4.6912 -5.0228 1.6883
C -1.6687 -0.2556 1.5443
C -2.5316 5.7336 -3.8282
C 3.3510 2.3536 3.3963
H 6.0999 1.0106 0.4134
H -3.1684 5.5618 -2.9696
C 2.1199 3.1459 3.8554
H -2.0497 -4.3846 0.6096
H -2.6872 -0.7803 4.7478
H -4.5805 2.1505 -1.2044
O 7.1044 -4.5967 0.8979
C -5.0332 -4.6181 3.7208
H 4.5545 -5.5122 -0.0459
O 6.2107 -3.0427 -0.3828
C 2.9439 1.6814 -0.8966
H 3.3802 2.6167 -8.7730
H 0.4047 0.6124 -3.0330
C 0.8771 5.3406 -7.6719
H 1.6516 6.4970 -9.3045
C -4.5032 -3.6263 4.6940
H -0.3301 -5.0078 -1.0956
H 0.8757 0.7914 0.7458
H 8.0033 -0.6451 0.1789
H -2.2494 1.2735 2.9977
H -0.7212 2.8220 -0.1789
C -1.3688 2.1315 -0.7426
O -4.8594 -4.4792 2.5284
C -3.7549 -2.5490 4.2361
H 4.9208 2.5372 -0.8180
C -0.5412 -3.1967 -0.4327
H 0.8019 -2.1729 0.9507
C 4.7578 -4.7027 0.6520
C -7.1071 -8.0427 5.1988
H -1.6872 3.7639 -3.7782
C 0.9837 0.4996 -2.1052
H -2.7422 -0.3661 1.3623
N -2.7235 2.2743 -0.1619
C -0.2487 0.4333 3.5212
C -5.9868 -5.9588 5.6158
C 6.3863 0.5660 -0.5445
H 5.2131 -1.4049 0.4967
C -4.7504 -3.7656 6.0634
C -0.0567 6.4156 -7.2350
H -3.1537 -0.9986 7.1824
C 1.8408 3.1490 -7.3844
H -1.3140 -1.1628 2.0490
O -5.7415 -5.0489 7.7717
H 3.3691 1.3492 3.8202
Nb -0.4185 0.0627 -0.3463
C -1.7375 7.1878 -5.5743
C -3.7578 1.5121 -0.8538
H -0.7096 -0.2097 4.2613
H -6.7955 -7.2184 7.1520
H 1.6644 -0.3530 -2.2305
H 2.8030 2.4625 -0.1443
H 7.1079 1.2621 -0.9898
O 0.0924 -4.1695 -1.3171
H 6.6386 -2.0389 1.3567
H 5.4792 0.2915 -2.5062
H -1.7507 8.1467 -6.0752
H -0.4015 -4.8025 1.0268
H -7.6146 -8.9245 5.5696
C 6.1519 -4.1455 0.4249
C -6.6464 -7.0871 6.0884
C 0.0385 3.8612 -5.8284
H -1.3250 2.4137 -1.8131
O 0.9025 2.5562 3.4312
C 0.9373 4.1262 -6.9860
C -0.9059 6.1751 -6.0374
H -3.1855 7.7618 -4.1058
C 1.8172 1.8019 -1.9679
H 1.2867 -2.1291 -0.7391
O 0.5898 1.5464 5.3980
O 0.0559 2.7934 -5.2583
C -0.8784 4.9435 -5.3794
H -6.1087 -6.6182 2.2917
C 5.1759 0.5098 -1.4808
C 2.6002 4.5807 -9.1630
H 4.3551 2.3162 -2.4546
H 2.1882 3.3085 4.9319
*
```

Properties
**Highest occupied orbital energy**: -4.373 eV
**Kohn-Sham gap**: 5.0 eV
**Total energy**: -2692.453159 a.u.

=====

[2]
A structure of composition C21H26N2O5PPdS2 in a non-equilibrium geometry, computed with ωB97M-V/def2-TZVPD.

```
! RIJCOSX wB97M-V def2-TZVPD def2/J DEFGRID3
* xyz -2 6
H -0.1739 -2.0823 -3.6611
H -2.1201 1.5019 5.5440
C 2.1828 -4.8144 2.4379
H 3.8310 3.1222 -1.5430
H -4.6028 4.0242 0.7058
S -2.1515 0.2219 0.5591
C -3.8885 3.2296 0.9940
H 1.2248 -6.9367 -0.0383
H -1.4583 0.7071 -7.0327
C -2.4858 3.7891 1.2890
H -0.4757 -0.6712 4.1805
H -2.1217 -0.4933 3.6164
C 0.9322 -4.8067 -0.0505
H -2.4789 -0.2781 5.9143
H -2.4917 2.7096 -5.8374
C 2.8110 2.7123 -1.7107
H 2.9071 2.0323 -2.5593
N 0.2433 -2.4280 -1.3255
H -1.9280 3.9896 0.3559
O 0.9474 -1.2202 0.5669
H 2.0614 3.4863 -1.9790
C -1.8352 2.0180 -5.3335
H 2.3922 -6.9458 2.0739
H 0.4216 -4.8531 -1.0383
C 3.7161 0.7731 1.1201
C 1.5851 -3.6422 1.9353
C 1.0230 -3.6180 0.6496
C 2.4868 1.8906 -0.4993
N 0.0534 -1.1955 -1.8066
H -2.5444 4.7224 1.8502
H 0.0408 -0.8299 -5.6690
H 2.6718 -4.7319 3.3937
O -0.5576 1.7153 -1.9850
P -1.1833 1.4349 1.7518
O -0.8370 1.0956 3.2967
O 3.6280 1.3519 -0.1131
H 4.7492 0.4767 1.2148
S 1.2072 2.1723 0.6265
C -1.2906 0.0266 4.1274
C -0.8510 1.3301 -3.1972
O -1.7233 2.9278 2.1116
C -1.5358 2.2690 -4.0208
H -3.8571 2.5461 0.1363
H 1.5987 -2.7805 2.5792
C -0.4876 0.0138 -5.2116
C 2.0555 -5.9965 1.7028
C -1.2589 0.9127 -5.9692
C -1.7204 0.4701 5.5433
C -0.1794 -1.1146 -3.1203
H -0.8600 0.4396 6.1903
H 3.4287 1.4800 1.8901
C -0.4745 0.0885 -3.7910
C 1.4383 -6.0001 0.4365
H -1.8450 3.1781 -3.5316
C 0.7136 -2.3440 -0.0374
Pd 0.2989 0.4044 -0.6641
H -4.3196 2.6806 1.8353
H 3.0878 -0.1614 1.0964
*
```

Properties
**Highest occupied orbital energy (alpha / beta)**: 2.152 / -1.677 eV
**Kohn-Sham gap (alpha / beta)**: 2.3 / 6.0 eV
**Relative energy (zero: lowest compared OMol25 entry of this formula, charge and spin)**: 30.2 kcal per mole
**Total energy**: -2566.950183 a.u.
**Expectation value of S²**: 8.86

=====

[3]
An isolated molecule of C2H3BrN2 in a non-equilibrium geometry, computed with ωB97M-V/def2-TZVPD.

```
! RIJCOSX wB97M-V def2-TZVPD def2/J DEFGRID3
* xyz 0 1
H 0.8867 0.2917 -1.3763
H -1.1282 0.5499 1.2923
C -0.7217 -0.7718 -0.4587
C -0.4632 0.1384 0.5455
N 1.4206 -0.0650 -0.5833
N 0.8723 0.3008 0.5647
Br -2.3487 -0.8156 -1.3583
H 1.4822 0.3715 1.3742
*
```

Properties
**Highest occupied orbital energy (alpha / beta)**: -8.376 / -8.381 eV
**Kohn-Sham gap (alpha / beta)**: 7.7 / 7.7 eV
**Relative energy (zero: lowest compared OMol25 entry of this formula, charge and spin)**: 68.2 kcal per mole
**Total energy**: -2761.347156 a.u.

=====

[4]
An isolated molecule of C9H11NO3 in a non-equilibrium geometry, computed with ωB97M-V/def2-TZVPD.

```
! RIJCOSX wB97M-V def2-TZVPD def2/J DEFGRID3
* xyz 0 1
O 3.2129 1.3713 0.0780
C 1.8980 0.9568 0.1475
H 3.1504 2.4199 -0.2413
C -3.8999 1.0892 -0.1742
C -0.4705 1.2385 -0.0127
C 3.8166 -1.2884 0.0298
O 2.4456 -1.5003 -0.1614
H -3.8630 1.5719 0.8266
H 1.0639 2.8709 -0.0551
N -2.0248 -0.6899 -0.2767
H -3.1290 1.7639 -0.7690
H 3.9516 -0.9845 1.1585
H 4.3326 -0.6745 -0.7258
H -1.8704 -1.6760 0.0761
C 0.3293 -0.9100 -0.0382
H 0.2885 -2.0308 -0.0878
C -0.7758 -0.0430 -0.1644
C 0.8923 1.8749 0.1805
H 4.3074 -2.2768 -0.1330
C 1.5952 -0.4875 0.0304
H -5.0381 1.0985 -0.4250
C -3.3819 -0.3434 -0.0176
O -4.1247 -1.3432 0.3875
H -1.3114 2.0026 -0.0072
*
```

Properties
**Highest occupied orbital energy**: -8.196 eV
**Kohn-Sham gap**: 8.6 eV
**Relative energy (zero: lowest compared OMol25 entry of this formula, charge and spin)**: 84.5 kcal per mole
**Total energy**: -629.923653 a.u.
**SMILES**: COc1cc(NC(C)=O)ccc1O

=====

Question: Which value of total energy does entry 3 give?
Answer: -2761.347156 a.u.

=====

Question: Among the records above, which one has the highest total energy?
Answer: C9H11NO3